[1]
Density functional theory data (the ωB97M-V functional and the def2-TZVPD basis) for a cluster of 12 separate species, C23H65N25O12P in total.

Last column: Löwdin charge in e.
Cartesian coordinates (Å):
C 1.71370 -2.01890 1.97968  -0.08
C 1.53027 -2.92974 3.20120  -0.22
C 1.68014 -4.42992 2.90991  -0.22
N 0.37528 -5.14015 2.81097  -0.12
P -0.62476 -4.74392 1.53578  1.02
C -1.75675 -6.17022 1.30394  -0.29
N -1.08356 -7.34446 0.75244  0.00
C -1.57590 -3.28697 2.00428  -0.18
C -3.00640 -3.48139 1.52411  -0.42
C -3.63687 -2.28300 0.92010  0.05
O -3.16349 -3.52686 0.16223  -0.09
C 0.28500 -4.44392 0.02282  -0.28
C 0.02424 -3.36554 -0.81578  -0.04
C 0.77294 -3.16299 -1.97091  -0.09
N 1.75685 -3.98759 -2.33132  0.09
C 2.01342 -5.00962 -1.52467  -0.13
C 1.32563 -5.29750 -0.35470  -0.08
H 0.76743 -1.91062 1.46314  0.04
H 2.03307 -1.01920 2.24561  0.06
H 2.44232 -2.46716 1.31050  0.08
H 0.58513 -2.72992 3.69591  0.10
H 2.32288 -2.68065 3.90083  0.11
H 2.21110 -4.87696 3.74389  0.12
H 2.31316 -4.58424 2.03929  0.09
H 0.47930 -6.14307 2.90194  0.09
H -2.11273 -6.40003 2.30591  0.11
H -2.56881 -5.88211 0.64868  0.10
H -0.72152 -7.11677 -0.16663  0.07
H -0.28959 -7.62770 1.31213  0.06
H -1.24018 -2.37214 1.53520  0.09
H -1.66296 -3.21115 3.08292  0.07
H -3.64889 -4.10736 2.12887  0.14
H -4.68237 -2.30048 0.66993  0.12
H -2.95578 -1.58437 0.46153  0.11
H -0.76226 -2.66877 -0.57654  0.10
H 0.58606 -2.31566 -2.61269  0.09
H 2.82635 -5.66206 -1.80983  0.11
H 1.59244 -6.14991 0.24869  0.10
C 0.44690 -1.00170 -5.59765  -0.67
O -0.24117 -1.29045 -4.62437  0.00
N 1.50686 -1.75793 -5.98509  0.18
N 0.19852 0.10914 -6.35328  0.15
H 2.08510 -1.53774 -6.77375  0.10
H 1.71457 -2.57576 -5.44128  0.10
H -0.58375 0.68229 -6.08864  0.12
H 0.73954 0.36588 -7.15871  0.11
C -3.36079 -3.88739 5.76880  -0.66
O -2.56437 -3.54495 4.89967  0.00
N -3.38658 -3.30310 6.99931  0.16
N -4.26933 -4.87456 5.54974  0.16
H -4.02545 -3.56859 7.72409  0.10
H -2.72311 -2.57296 7.17757  0.11
H -4.27445 -5.32422 4.64984  0.07
H -4.93534 -5.18668 6.23163  0.10
C -3.35781 1.02387 -3.55999  -0.69
O -3.90541 0.53920 -4.53105  0.03
N -2.14392 0.58177 -3.10321  0.15
N -3.91138 2.05669 -2.84586  0.14
H -1.68189 0.97669 -2.30641  0.08
H -1.70524 -0.17776 -3.60320  0.06
H -4.79814 2.40434 -3.15800  0.10
H -3.47744 2.47380 -2.04550  0.09
C 1.30728 2.07531 2.77324  -0.69
O 0.68055 1.26039 2.10308  -0.01
N 0.80555 2.61684 3.92446  0.15
N 2.54038 2.50799 2.40039  0.16
H 1.30009 3.28806 4.48012  0.09
H -0.10552 2.31801 4.21481  0.10
H 2.92204 2.13806 1.54615  0.09
H 3.07818 3.18626 2.90657  0.10
C 4.00941 4.83014 0.20320  -0.70
O 4.42291 3.67080 0.17695  -0.02
N 4.81745 5.89971 -0.00901  0.18
N 2.70250 5.13213 0.42934  0.16
H 4.48824 6.84692 -0.00799  0.09
H 5.78822 5.72012 -0.20084  0.09
H 2.09052 4.35143 0.57269  0.08
H 2.34266 6.08020 0.45314  0.04
C 6.51333 6.31711 -3.25408  -0.68
O 7.19569 6.63300 -2.28859  0.00
N 5.76011 5.17786 -3.25296  0.16
N 6.44423 7.06679 -4.39292  0.16
H 5.17527 4.88186 -4.01238  0.08
H 5.79738 4.61722 -2.42149  0.08
H 6.98458 7.91636 -4.42769  0.08
H 5.89226 6.80428 -5.18627  0.09
C -6.92544 -5.51489 3.26942  -0.68
O -6.12975 -6.33176 3.72786  -0.01
N -7.72289 -5.78632 2.21245  0.17
N -7.06458 -4.25619 3.79924  0.15
H -8.39395 -5.14393 1.83474  0.08
H -7.65192 -6.69960 1.80545  0.11
H -6.48284 -4.01438 4.57927  0.07
H -7.70725 -3.57712 3.43861  0.09
C 2.73162 2.49238 -4.07073  -0.68
O 3.50607 2.65859 -4.99980  0.02
N 2.88740 3.11301 -2.86651  0.17
N 1.64849 1.66319 -4.16781  0.16
H 2.26483 2.97997 -2.09429  0.09
H 3.67560 3.72236 -2.75333  0.07
H 1.51135 1.18138 -5.04047  0.05
H 1.00067 1.50468 -3.42014  0.08
C -11.41938 -6.31887 2.78954  -0.67
O -10.57259 -5.97074 1.98129  0.01
N -11.54586 -5.73217 4.01775  0.15
N -12.30434 -7.32334 2.52747  0.16
H -12.23357 -6.00416 4.69347  0.09
H -10.90930 -4.99224 4.24197  0.10
H -12.23693 -7.77281 1.63399  0.11
H -13.00656 -7.62708 3.17404  0.10
C 1.57114 9.03611 0.51816  -0.65
O 1.92869 7.86334 0.49384  0.00
N 2.43990 10.06199 0.31432  0.17
N 0.27721 9.39033 0.75013  0.16
H 2.16964 11.02665 0.32841  0.10
H 3.39939 9.82930 0.13844  0.11
H -0.38276 8.65157 0.90186  0.11
H -0.04032 10.34023 0.77400  0.10
C 9.96548 8.92121 -4.51765  -0.68
O 8.91452 9.30623 -4.03563  0.01
N 10.60750 7.81331 -4.04373  0.16
N 10.57798 9.56172 -5.56110  0.15
H 11.47139 7.46878 -4.41514  0.09
H 10.16994 7.32761 -3.28074  0.10
H 10.12653 10.37888 -5.92506  0.10
H 11.44178 9.25900 -5.96757  0.09

Forces on the atoms, in the same order (eV/Å):
C -0.35 -0.43 0.24
C 0.54 0.17 -0.30
C -0.17 0.23 0.69
N 0.27 -0.08 -1.00
P -0.24 0.47 0.53
C 0.98 -0.41 0.12
N 0.00 0.48 -0.07
C -1.07 -0.48 -0.29
C -0.07 1.28 0.77
C 0.76 -2.19 -2.32
O -0.20 -0.37 -0.36
C 0.39 0.00 -0.57
C -0.29 0.19 0.16
C 0.15 -0.39 0.30
N -0.13 0.21 0.14
C 0.21 -0.45 0.06
C -0.38 0.39 0.04
H 0.03 0.14 -0.35
H 0.02 0.12 0.12
H 0.13 0.11 -0.24
H -0.08 -0.04 0.21
H 0.01 0.02 0.24
H -0.12 -0.23 0.15
H -0.06 -0.03 -0.27
H 0.03 -0.05 0.17
H -0.37 0.00 0.06
H -0.21 0.14 0.02
H -0.08 -0.21 -0.14
H -0.06 -0.19 0.12
H 0.53 0.07 0.15
H 0.52 0.04 0.29
H -0.04 -0.28 0.07
H -0.36 0.78 0.74
H -0.39 1.11 0.79
H -0.13 0.08 -0.05
H -0.14 0.06 -0.16
H 0.11 -0.04 -0.15
H 0.19 -0.13 0.03
C -0.02 -0.07 -0.26
O 0.03 0.07 0.23
N -0.05 -0.03 0.06
N 0.01 -0.02 0.10
H 0.00 0.03 -0.01
H 0.02 0.00 0.02
H -0.08 -0.06 -0.08
H -0.04 -0.07 -0.05
C -0.12 -0.20 0.06
O 0.09 0.08 -0.05
N 0.04 0.06 -0.09
N 0.08 0.22 -0.01
H 0.00 -0.04 0.00
H 0.01 0.01 0.00
H -0.24 -0.14 0.05
H 0.04 -0.09 0.03
C 0.09 0.06 0.11
O -0.01 0.01 -0.04
N -0.02 -0.07 -0.04
N -0.03 -0.04 0.00
H -0.06 0.04 0.03
H 0.13 -0.03 -0.08
H -0.01 0.00 -0.03
H 0.03 0.00 0.00
C 0.10 0.05 -0.18
O -0.10 -0.01 0.15
N -0.04 -0.08 -0.01
N -0.10 -0.20 0.00
H 0.04 0.01 -0.02
H -0.02 -0.01 0.00
H 0.16 0.17 -0.01
H 0.00 0.04 -0.04
C -0.23 0.32 -0.05
O 0.01 -0.14 -0.05
N 0.33 -0.18 0.08
N -0.13 -0.06 -0.02
H -0.14 -0.03 -0.03
H 0.03 0.16 -0.08
H -0.05 0.03 0.10
H 0.09 -0.19 -0.02
C -0.04 0.11 -0.08
O -0.03 -0.06 0.04
N -0.15 -0.15 0.07
N 0.10 0.10 0.15
H 0.07 -0.04 -0.18
H 0.06 -0.07 0.01
H 0.14 0.02 0.10
H -0.02 -0.07 0.01
C -0.15 0.00 -0.18
O 0.17 0.20 0.06
N 0.47 0.06 -0.07
N 0.07 -0.04 0.07
H -0.25 -0.15 0.13
H -0.11 -0.05 0.03
H 0.04 0.02 -0.01
H -0.02 -0.03 -0.04
C -0.06 -0.04 0.22
O 0.08 0.10 -0.08
N -0.04 0.04 -0.17
N 0.13 0.04 -0.08
H 0.06 0.00 0.10
H -0.06 -0.03 0.15
H -0.03 0.13 0.18
H 0.01 0.00 0.01
C -0.11 -0.07 0.04
O -0.04 0.12 -0.02
N 0.04 0.01 -0.06
N 0.05 0.01 -0.02
H -0.02 -0.02 -0.01
H 0.01 0.01 0.01
H 0.00 0.00 -0.02
H 0.00 0.01 0.02
C -0.01 0.13 -0.03
O 0.03 0.15 0.00
N 0.02 -0.09 0.02
N 0.01 -0.07 0.01
H -0.02 0.01 0.00
H 0.01 0.02 -0.02
H -0.01 -0.01 0.00
H 0.02 0.02 -0.01
C 0.15 -0.19 0.05
O -0.26 0.14 -0.18
N -0.01 0.00 0.02
N -0.06 -0.01 0.03
H 0.01 0.02 -0.02
H -0.06 0.01 -0.01
H -0.01 0.02 0.01
H 0.02 -0.02 0.02

Results
total charge	+1
E_tot	-3528.76931	Eh

***

[2]
Density functional theory data (the ωB97M-V functional and the def2-TZVPD basis) for a cluster of 8 separate species, C23H67N5O8 in total.

Last column: Löwdin charge in e.
Cartesian coordinates (Å):
C -1.10989 -17.81266 -21.44077  -0.16
O -0.02702 -17.83681 -20.51570  -0.14
H -1.92806 -17.29540 -20.94607  0.08
H -0.76982 -17.31200 -22.35337  0.08
H -1.42839 -18.82470 -21.70201  0.04
H 0.69530 -18.34935 -20.91025  0.03
C -1.34316 -21.67444 -20.25148  -0.16
O -0.33905 -21.63884 -21.23562  -0.14
H -1.10289 -20.90209 -19.49833  0.08
H -2.36301 -21.39471 -20.52018  0.08
H -1.24729 -22.56743 -19.63338  0.06
H -0.61568 -21.13995 -22.01887  0.03
C -2.21839 -21.11107 -24.69131  -0.12
O -1.34063 -20.56496 -23.69734  -0.15
H -2.57669 -22.04246 -24.25420  0.08
H -3.09530 -20.48375 -24.85955  0.07
H -1.71113 -21.29350 -25.63691  0.08
H -0.75794 -19.94609 -24.15214  0.09
C -5.45934 -28.19813 -19.32073  -0.07
C -6.15829 -26.84479 -19.47277  -0.43
C -5.41758 -25.92757 -20.44701  -0.24
O -4.13153 -25.61570 -20.00773  -0.16
C -3.56170 -24.55228 -20.70308  -0.13
N -7.59459 -26.97057 -19.78194  0.04
H -4.57229 -28.21789 -18.68839  0.07
H -5.15895 -28.64778 -20.27363  0.08
H -6.18523 -28.90893 -18.91472  0.07
H -6.07335 -26.32662 -18.51280  0.14
H -6.04080 -25.03350 -20.58150  0.12
H -5.42429 -26.40857 -21.43811  0.13
H -3.37929 -24.78070 -21.76607  0.09
H -2.54782 -24.35964 -20.35795  0.07
H -4.14977 -23.62949 -20.71493  0.09
H -7.96807 -27.27129 -18.89212  0.07
H -7.73587 -27.65498 -20.51243  0.07
C 1.27623 -23.17901 -17.29664  -0.06
C 1.53437 -24.14279 -16.12374  -0.42
C 0.53672 -25.27808 -16.01759  -0.22
O 0.65515 -26.07486 -17.17816  -0.21
C -0.17238 -27.22244 -17.17034  -0.10
N 2.91529 -24.64698 -16.11867  0.04
H 1.37831 -23.67813 -18.26488  0.06
H 2.07139 -22.43208 -17.27645  0.06
H 0.30321 -22.68788 -17.35242  0.07
H 1.45447 -23.57147 -15.19559  0.13
H -0.49664 -24.89463 -16.03310  0.12
H 0.64494 -25.80984 -15.06566  0.12
H -0.09785 -27.65310 -18.16891  0.09
H -1.21962 -26.90180 -17.07669  0.09
H 0.15380 -27.90734 -16.38470  0.09
H 3.17063 -25.00263 -17.02998  0.07
H 3.49467 -23.86488 -15.84763  0.06
C 2.49469 -19.99732 -19.19947  -0.05
C 3.08726 -19.46508 -20.51605  -0.40
C 4.46895 -20.04974 -20.78295  -0.22
O 5.07814 -19.36439 -21.85315  -0.18
C 6.11961 -20.08221 -22.46234  -0.12
N 2.18696 -19.88248 -21.61044  0.05
H 3.28655 -19.78685 -18.46891  0.08
H 2.38010 -21.08006 -19.19931  0.07
H 1.63085 -19.43632 -18.85534  0.08
H 3.12248 -18.38053 -20.40738  0.14
H 4.35867 -21.12524 -20.98920  0.12
H 5.16014 -20.05444 -19.92555  0.13
H 6.61678 -19.41490 -23.17175  0.09
H 5.82842 -20.99802 -22.97167  0.09
H 6.93767 -20.20629 -21.74101  0.09
H 2.15165 -20.89702 -21.54787  0.04
H 2.66989 -19.72724 -22.49648  0.08
C -7.99050 -16.59651 -21.52786  -0.07
C -7.43149 -16.87975 -22.92158  -0.42
C -6.54442 -18.09619 -22.85058  -0.25
O -5.37298 -17.76863 -22.13568  -0.19
C -4.44219 -18.85391 -22.09793  -0.09
N -8.55189 -17.12086 -23.87394  0.03
H -7.22861 -16.61310 -20.74946  0.08
H -8.83470 -17.22288 -21.24182  0.08
H -8.36795 -15.56631 -21.58047  0.08
H -6.83991 -16.04295 -23.29415  0.14
H -6.26690 -18.42908 -23.86535  0.13
H -7.08172 -18.93479 -22.38322  0.13
H -3.91420 -18.77225 -23.05200  0.09
H -5.00362 -19.79185 -22.00123  0.09
H -3.82244 -18.79862 -21.20701  0.07
H -8.78502 -18.11015 -23.88962  0.06
H -9.35360 -16.67098 -23.44368  0.06
C 1.47205 -24.80639 -21.03320  -0.06
C 2.04289 -24.78637 -22.48093  -0.40
C 0.88436 -24.54192 -23.41570  -0.20
O 1.38113 -24.63064 -24.75241  -0.18
C 0.41187 -24.37480 -25.72410  -0.13
N 3.03141 -23.69240 -22.44922  0.03
H 1.11659 -23.84145 -20.68389  0.05
H 2.17203 -25.31718 -20.37472  0.07
H 0.62835 -25.51388 -21.05670  0.07
H 2.61958 -25.70449 -22.57632  0.14
H 0.45178 -23.54186 -23.30504  0.12
H 0.11069 -25.28899 -23.20114  0.13
H -0.13366 -23.43286 -25.54869  0.07
H -0.39015 -25.11974 -25.79122  0.09
H 0.92257 -24.26397 -26.67889  0.09
H 3.43768 -23.60929 -23.38686  0.07
H 2.56345 -22.79465 -22.34364  0.04

Forces on the atoms, in the same order (eV/Å):
C 0.87 -0.26 0.25
O -0.01 -0.05 0.07
H -0.03 0.17 -0.24
H -0.47 0.18 -0.06
H -0.09 -0.02 0.00
H -0.14 -0.20 -0.05
C 0.80 1.47 1.68
O -0.14 -0.54 -0.49
H 0.01 0.15 -0.12
H -0.04 -0.67 -0.63
H -0.39 -0.46 -0.60
H -0.18 -0.09 0.18
C -0.19 -0.29 0.71
O 0.06 0.28 -0.68
H 0.02 -0.14 -0.30
H 0.10 0.22 -0.02
H 0.05 -0.09 0.01
H 0.00 0.08 0.28
C -0.24 -0.71 -0.18
C 1.05 0.16 0.24
C -1.47 -0.15 -0.69
O 0.05 -0.14 0.49
C 0.83 0.21 -1.25
N 1.08 0.76 0.26
H -0.05 0.32 0.05
H -0.04 0.31 -0.16
H 0.13 0.03 0.26
H -0.24 -0.05 0.07
H 0.17 0.18 0.19
H 0.36 -0.06 -0.08
H -0.38 -0.30 -0.06
H -0.21 0.02 0.60
H -0.16 -0.04 0.45
H -0.69 -0.36 -0.40
H -0.19 -0.23 0.19
C 0.35 -0.29 -0.43
C -0.04 0.30 0.03
C -0.75 0.35 -0.61
O 0.51 -0.34 0.12
C -0.01 0.85 -0.45
N -0.64 0.01 0.36
H 0.09 -0.27 0.15
H -0.19 0.23 0.04
H -0.03 0.02 0.50
H -0.21 0.03 0.05
H 0.09 0.29 0.26
H 0.35 -0.35 -0.22
H 0.22 -0.28 0.18
H 0.01 -0.27 0.41
H -0.30 -0.18 -0.05
H 0.14 0.11 -0.04
H 0.41 -0.18 -0.32
C 1.68 0.53 0.25
C -0.53 -0.95 0.31
C 0.53 -0.29 0.63
O -0.61 -0.12 -0.52
C 1.22 1.13 0.23
N 0.32 0.51 -0.41
H -0.20 -0.13 0.26
H -0.43 0.01 -0.15
H -0.34 -0.29 -0.32
H 0.13 0.08 -0.45
H -0.18 0.02 -0.34
H -0.22 0.44 0.19
H -0.52 0.01 -0.33
H -0.17 -0.22 0.23
H -0.20 -0.78 0.18
H -0.53 0.06 0.16
H -0.06 0.28 0.10
C 0.13 1.41 -0.13
C -0.75 -0.92 0.22
C 0.57 -0.21 -0.71
O -0.08 -0.19 0.74
C -1.15 0.37 -0.33
N 0.39 0.17 0.39
H 0.05 -0.09 -0.05
H 0.15 -0.33 -0.18
H -0.11 -0.10 0.35
H 0.01 0.05 0.15
H -0.08 0.06 0.00
H 0.01 0.03 0.16
H 0.53 -0.63 0.29
H 0.19 -0.11 -0.31
H 0.23 0.42 -0.23
H 0.06 0.02 0.02
H -0.17 0.00 -0.38
C -0.47 -1.73 -0.86
C -0.09 1.82 2.59
C 0.60 -0.58 -0.96
O -0.24 -0.27 0.25
C -0.47 0.62 -0.27
N 0.51 0.13 -1.32
H 0.18 0.11 0.02
H 0.24 0.62 0.25
H -0.16 0.34 0.22
H -0.41 -0.16 -0.75
H 0.02 0.04 0.49
H -0.12 -0.04 -0.36
H 0.26 0.11 0.19
H 0.31 -0.37 0.04
H -0.05 -0.23 -0.05
H 0.08 -0.14 0.29
H -0.25 -0.21 0.26

Results
energy relative to the best compared isomer or geometry (same formula, charge and spin)	1.452	eV
structure (SMILES)	COC[C@H](C)N.COC[C@H](C)N.COC[C@H](C)N.COC[C@H](C)N.COC[C@H](C)N.CO.CO.CO